No. 1
4 unconnected molecules or ions with the total composition C3H13NO4 at a distorted geometry, computed with ωB97M-V with the def2-TZVPD basis set.

Computed properties:
maximum force: 2.63 eV/A
orbital gap: 10.1 eV
LUMO energy: 0.6 eV
energy relative to the best compared isomer or geometry (same formula, charge and spin): 80.6 kJ/mol
structure (SMILES): CNC(C)=O.O.O.O

```
21
Properties=species:S:1:pos:R:3:mulliken_charge:R:1
O 1.727 -1.531 -1.976 -0.68
O -2.396 -0.128 -1.141 -0.67
O -0.651 -2.356 -0.597 -0.61
O -0.111 1.438 -1.246 -0.70
N 1.082 0.416 0.326 -0.05
C -0.535 2.190 1.007 -1.28
C 0.193 1.409 -0.056 0.74
C 1.199 -0.010 1.710 -0.97
H 2.214 0.093 2.090 0.27
H 0.980 -1.080 1.713 0.27
H -1.310 -1.845 -1.083 0.36
H 2.159 -2.311 -1.608 0.31
H 0.107 2.370 1.868 0.48
H 0.526 0.459 2.413 0.36
H -1.391 1.621 1.362 0.35
H -0.801 -2.331 0.347 0.26
H -0.722 3.179 0.594 0.31
H -1.781 0.629 -1.098 0.30
H -2.581 -0.001 -2.078 0.33
H 1.227 -0.255 -0.414 0.31
H 0.867 -1.956 -2.134 0.31
```



No. 2
7 unconnected molecules or ions with the total composition C11H11Cl18N at a distorted geometry, computed with ωB97M-V with the def2-TZVPD basis set.

Computed properties:
maximum force: 1.05 eV/A
orbital gap: 10.3 eV
LUMO energy: 0.3 eV
energy relative to the best compared isomer or geometry (same formula, charge and spin): 18.7 kJ/mol
structure (SMILES): ClC(Cl)Cl.ClC(Cl)Cl.ClC(Cl)Cl.ClC(Cl)Cl.ClC(Cl)Cl.ClC(Cl)Cl.c1ccncc1

```
41
Properties=species:S:1:pos:R:3:mulliken_charge:R:1
Cl 0.587 -1.104 4.629 -0.11
Cl -4.604 1.007 -1.453 -0.08
Cl 1.192 -4.428 -2.437 -0.12
Cl 3.871 5.124 2.283 -0.13
Cl 3.970 0.635 -3.468 -0.14
Cl -5.896 -4.169 1.104 -0.13
Cl -5.958 -2.558 -1.340 -0.12
Cl 6.048 4.547 0.459 -0.12
Cl 5.588 0.208 -1.112 -0.14
Cl -3.675 3.656 -2.215 -0.14
Cl -3.696 2.891 0.571 -0.15
Cl -3.936 -2.043 0.662 -0.03
Cl 0.593 -1.918 -3.763 -0.09
Cl 1.174 -3.924 4.295 -0.12
Cl 4.114 2.479 1.112 -0.04
Cl 3.421 -1.630 -1.748 -0.09
Cl -1.184 -2.767 3.048 -0.06
Cl -1.457 -3.175 -2.126 -0.07
N 0.914 1.916 -1.012 -0.50
C 5.023 3.870 1.736 -0.03
C 3.988 0.049 -1.812 0.81
C -0.099 -2.725 4.467 -0.02
C -4.933 -3.312 -0.097 0.04
C -0.059 -3.463 -3.197 -0.07
C -0.878 0.965 0.911 -0.44
C -0.472 2.278 0.909 -0.50
C 0.430 2.716 -0.058 -0.45
C -0.440 0.149 -0.136 0.10
C -3.458 2.301 -1.096 0.68
C 0.466 0.652 -1.046 -0.12
H -4.317 -4.065 -0.569 0.23
H 3.300 0.674 -1.251 -0.47
H -2.418 2.004 -1.168 -0.32
H 0.794 0.073 -1.897 0.26
H -1.654 0.627 1.585 0.50
H -0.790 -0.873 -0.150 0.21
H 5.641 3.582 2.574 0.32
H -0.703 -2.968 5.330 0.31
H -0.873 3.017 1.590 0.46
H 0.835 3.719 -0.070 0.50
H -0.449 -4.015 -4.042 0.35
```



No. 3
A molecular structure, C16H36As2N2O13P2RuSSi2 at a distorted geometry, computed with ωB97M-V with the def2-TZVPD basis set.

Computed properties:
maximum force: 2.37 eV/A
orbital gap (spin up / spin down): 6.9 / 6.9 eV
total charge: -1
LUMO energy (spin up / spin down): 2.2 / 2.2 eV
energy relative to the best compared isomer or geometry (same formula, charge and spin): 257.0 kJ/mol
spin multiplicity: 2

```
75
Properties=species:S:1:pos:R:3:lowdin_spin:R:1
Ru -0.329 -0.307 -0.431 0.86
As 1.138 1.671 -0.789 -0.02
As -3.064 0.811 1.359 0.00
S -2.701 -2.527 0.691 0.00
P 2.568 -3.192 -1.198 0.00
P 3.804 -2.896 1.526 0.00
Si 2.709 1.187 -2.460 0.00
Si -0.069 3.424 -1.759 -0.01
O 2.225 -4.798 -1.283 0.00
O -1.883 -1.905 -0.374 0.00
O -1.813 0.912 0.234 0.05
O 2.661 -3.007 0.394 0.00
O -3.990 2.286 1.053 0.00
O -2.269 -2.105 2.019 0.00
O 0.918 -1.333 -1.435 0.11
O 0.988 -2.773 -1.243 0.00
O 3.271 -1.787 2.361 0.00
O 5.147 -2.932 0.911 0.00
O -2.884 -3.941 0.514 0.00
O 3.537 -4.274 2.358 0.00
O -2.508 0.810 2.899 0.00
N 0.010 -0.579 1.590 -0.01
N 1.593 -1.216 3.924 0.00
C -5.368 -2.552 0.138 0.00
C 0.676 -2.249 3.299 0.00
C -6.844 -0.681 0.400 0.00
C 1.004 0.137 3.741 0.00
C -1.657 3.803 -0.834 0.00
C -0.516 3.195 -3.576 0.00
C 2.075 0.228 -3.945 0.00
C 0.971 4.990 -1.602 0.00
C 4.158 0.296 -1.677 0.00
C 0.589 -1.928 1.813 0.00
C 0.862 0.440 2.252 0.00
C -5.770 0.115 0.780 0.00
C -6.644 -2.010 0.070 0.00
C -4.300 -1.762 0.524 0.00
C -4.485 -0.414 0.838 0.00
C 3.401 2.816 -3.118 0.00
H -3.473 3.033 1.376 0.00
H 3.010 -5.272 -1.575 0.00
H 4.229 -4.900 2.121 0.00
H 1.754 -1.412 4.907 0.00
H 0.409 5.844 -1.993 0.00
H -0.296 -2.191 3.789 0.00
H 4.465 0.790 -0.753 0.00
H 5.011 0.293 -2.362 0.00
H 0.410 1.417 2.107 0.00
H 1.917 4.931 -2.138 0.00
H -1.157 2.319 -3.700 0.00
H 2.664 3.393 -3.678 0.00
H -5.182 -3.592 -0.089 0.00
H -2.420 3.050 -1.018 0.00
H 0.375 3.042 -4.188 0.00
H 1.598 -1.906 1.406 0.00
H -0.924 -0.559 2.018 0.00
H 2.502 -1.291 3.435 0.00
H 0.027 0.150 4.226 0.00
H 4.230 2.590 -3.796 0.00
H 1.674 0.850 4.218 0.00
H 3.929 -0.743 -1.439 0.00
H 1.136 -3.225 3.447 0.00
H 1.842 0.438 1.772 0.00
H 1.679 -0.737 -3.632 0.00
H -1.048 4.068 -3.964 0.00
H -1.471 3.836 0.242 0.00
H -5.929 1.155 1.020 0.00
H -2.032 4.781 -1.153 0.00
H 1.280 0.775 -4.457 0.00
H -7.479 -2.630 -0.230 0.00
H 0.026 -2.678 1.276 0.00
H 1.195 5.183 -0.551 0.00
H 3.788 3.441 -2.311 0.00
H 2.888 0.058 -4.657 0.00
H -7.837 -0.251 0.359 0.00
```



No. 4
A molecular structure, C41H55BBiN7O5SiTe, computed with ωB97M-V with the def2-TZVPD basis set.

Computed properties:
maximum force: 0.84 eV/A
orbital gap: 6.3 eV
total charge: -2
LUMO energy: 4.0 eV

```
112
Properties=species:S:1:pos:R:3:mulliken_charge:R:1
Bi -0.780 0.419 0.683 2.35
Te 2.090 0.843 0.226 0.02
Si -1.005 -1.236 3.746 0.19
O -0.444 1.479 2.560 0.21
O -2.947 1.397 1.446 -0.91
O -4.737 2.710 1.711 -0.86
O -0.821 3.103 0.016 -0.23
O -1.159 2.671 4.274 -0.73
N 0.397 0.337 -3.981 0.27
N 0.606 1.268 -3.008 0.20
N -1.246 -1.348 2.006 0.31
N 0.444 -1.705 -1.397 1.41
N -2.248 -0.273 -2.324 0.10
N -1.799 -0.922 -3.426 0.86
N 0.436 -1.952 -2.734 0.09
C -3.069 -3.011 2.122 -0.57
C -3.562 -0.421 -2.309 0.94
C -3.532 2.526 1.545 -0.49
C -3.857 -4.132 0.130 -0.97
C 1.427 -3.685 -1.797 -1.72
C 1.026 -3.141 -3.001 0.95
C -2.673 -2.268 -5.363 -1.33
C -2.827 -1.479 -4.101 1.19
C -2.133 -2.447 0.009 1.63
C -1.665 5.216 -0.403 -1.18
C -0.981 2.555 3.075 -0.65
C -1.121 -2.920 4.624 -1.54
C -2.973 -3.357 -0.610 -0.59
C 5.758 -0.282 2.231 -0.85
C -3.899 -3.934 1.504 -0.89
C -0.261 3.931 1.053 0.22
C 6.976 0.334 4.352 -1.65
C -2.291 -0.190 4.560 -0.69
C 5.791 0.421 3.425 0.92
C 2.512 2.290 3.315 -0.75
C -2.622 3.733 1.373 0.41
C 3.580 0.614 1.692 0.06
C -1.278 3.758 2.184 -0.07
C 4.704 1.221 3.738 -0.97
C -4.429 0.130 -1.223 -1.20
C 1.196 2.291 -3.611 0.65
C 4.676 -0.206 1.354 0.56
C 3.600 1.340 2.897 1.16
C 0.744 -0.005 -6.441 -1.27
C 1.120 -2.863 0.667 -0.15
C 1.183 -3.705 -4.377 -1.35
C -0.368 5.334 0.441 -0.90
C 1.015 -2.749 -0.824 0.52
C 0.847 0.782 -5.174 0.98
C -2.123 -2.262 1.397 0.58
C 1.591 3.522 -2.858 -0.74
C -3.989 -1.171 -3.423 -1.97
C 0.786 -0.803 4.033 -0.44
C -2.091 3.785 -0.071 -0.15
C 4.754 -0.998 0.071 -1.59
C 1.368 2.041 -4.987 -1.48
B -0.287 -1.037 -3.755 -1.33
H -5.122 -0.639 -0.874 0.25
H -2.178 -1.696 -6.150 0.15
H -4.997 -1.458 -3.682 0.39
H 7.727 -0.358 3.965 0.33
H 7.455 1.308 4.478 0.32
H 1.214 0.562 -7.247 0.32
H 2.231 3.283 -2.010 0.13
H -4.601 -4.493 2.113 0.37
H -0.426 6.107 1.209 0.43
H 0.718 4.024 -2.454 -0.17
H 4.872 -0.344 -0.796 0.31
H -2.718 3.290 -0.809 0.61
H 1.811 -2.131 1.085 -0.25
H -3.215 -0.777 4.581 0.31
H -3.871 0.484 -0.356 0.00
H 0.155 -2.692 1.148 -0.17
H 6.600 -0.915 1.965 0.19
H 4.711 1.789 4.666 0.36
H -0.471 -2.848 5.503 0.45
H -0.201 -1.605 -4.813 -0.31
H -2.088 -3.177 -5.212 0.15
H -4.503 -4.857 -0.351 0.35
H -2.488 0.731 4.015 -0.02
H 1.749 -4.636 -4.312 0.37
H -5.026 0.973 -1.581 0.38
H 1.914 -4.635 -1.641 0.43
H -1.463 -1.887 -0.629 -1.09
H 0.223 -3.922 -4.847 0.13
H -3.182 -2.848 3.181 0.20
H 6.682 -0.013 5.345 0.33
H -1.456 5.325 -1.467 0.34
H 0.497 5.534 -0.190 0.32
H -2.923 -3.450 -1.689 0.45
H 1.325 -1.721 4.276 0.40
H 2.181 2.077 4.332 0.37
H 1.239 -0.974 -6.367 0.17
H 1.465 -3.862 0.942 0.39
H -3.219 4.619 1.588 0.41
H 0.906 -0.089 4.854 0.39
H 0.749 3.597 1.276 0.14
H -0.762 -3.750 4.009 0.36
H 5.604 -1.683 0.107 0.37
H -1.270 4.605 2.868 0.56
H 1.241 -0.355 3.150 -0.50
H 3.846 -1.566 -0.117 0.12
H -3.664 -2.556 -5.718 0.39
H -0.294 -0.197 -6.720 0.16
H 1.646 2.241 2.668 -1.33
H 1.816 2.681 -5.731 0.40
H 2.121 4.214 -3.517 0.33
H -2.126 -3.168 4.973 0.39
H -2.432 5.939 -0.123 0.40
H 1.718 -3.023 -5.040 0.18
H 2.884 3.320 3.299 0.59
H -2.010 0.072 5.584 0.39
```